53
Properties=species:S:1:pos:R:3 method="wB97M-V/def2-TZVPD" s_squared=0.771 de_lowest_kcal_mol=70.3 homo_energy_ev="-10.6929 / -10.6819" multiplicity=2 total_charge=+1
Ir -0.057 0.178 -0.055
S 1.930 0.023 1.530
C 1.581 1.600 2.090
S 0.228 2.241 1.263
C 2.284 2.263 3.039
C 3.436 1.658 3.631
N 4.356 1.165 4.113
C 1.878 3.574 3.443
N 1.509 4.616 3.761
C -3.515 2.288 -3.414
C -2.376 3.195 -2.922
C -2.932 4.362 -2.091
C -1.555 3.723 -4.109
C -1.493 2.388 -2.067
N -0.800 1.756 -1.408
H -4.162 2.866 -4.072
H -4.112 1.920 -2.578
H -3.129 1.431 -3.967
H -3.569 4.972 -2.730
H -2.129 4.990 -1.706
H -3.527 4.000 -1.253
H -2.206 4.322 -4.744
H -1.149 2.904 -4.704
H -0.734 4.354 -3.769
C 1.217 -3.358 1.935
P 0.544 -3.320 0.275
C -1.181 -3.792 0.414
C 1.353 -4.623 -0.650
O 0.739 -1.976 -0.407
H 1.042 -4.328 2.401
H 0.745 -2.568 2.519
H 2.288 -3.160 1.888
H -1.280 -4.769 0.886
H -1.621 -3.825 -0.585
H -1.709 -3.047 1.008
H 1.194 -5.583 -0.158
H 2.421 -4.414 -0.705
H 0.942 -4.657 -1.659
F -2.861 -1.056 -0.151
B -1.782 -0.730 -0.850
F -1.864 -0.998 -2.141
N 1.665 0.405 -1.558
H 1.367 0.071 -2.468
H 2.415 -0.193 -1.229
H 2.001 1.357 -1.651
N -1.106 -1.109 4.229
C -1.597 -0.874 2.991
N -2.860 -1.280 2.749
O -0.857 -0.342 2.143
H -1.706 -1.365 4.994
H -0.214 -0.701 4.455
H -3.454 -1.640 3.475
H -3.263 -1.088 1.852

=====

9
Properties=species:S:1:pos:R:3 method="wB97M-V/def2-TZVPD" de_lowest_kcal_mol=7.3 homo_energy_ev=-4.1251 multiplicity=1 total_charge=-1
C -3.212 1.200 1.039
N 0.690 0.439 0.432
O -3.747 0.173 1.159
O -1.916 1.103 -0.293
Si -0.745 0.058 -0.566
H 0.704 -0.104 1.296
H 0.300 1.338 0.777
H -1.151 -1.422 -0.241
H -0.159 -0.122 -1.874

=====

98
Properties=species:S:1:pos:R:3 method="wB97M-V/def2-TZVPD" de_lowest_kcal_mol=40.1 homo_energy_ev=-10.3195 multiplicity=1 total_charge=+1
Sn -0.248 -0.865 -0.638
C 4.295 -0.830 -0.612
C 2.919 -0.294 -0.872
O 1.966 -0.993 -0.454
C 2.736 0.962 -1.571
C 3.877 1.746 -1.865
C 3.782 2.949 -2.510
C 2.513 3.408 -2.898
C 1.384 2.673 -2.641
C 1.460 1.436 -1.973
O 0.337 0.768 -1.805
H 4.208 -1.820 -0.174
H 4.831 -0.179 0.081
H 4.872 -0.886 -1.535
H 4.853 1.391 -1.565
H 4.667 3.532 -2.719
H 2.422 4.358 -3.409
H 0.403 3.015 -2.943
C -3.080 2.751 1.152
C -2.133 1.563 0.947
Ge -0.392 1.885 1.800
C 0.516 3.370 0.914
C 0.199 4.708 1.589
C -0.629 2.221 3.710
C 0.025 1.259 4.390
Ge 0.764 0.082 2.999
C -0.095 -1.680 2.862
C -0.156 -2.510 4.147
C 2.703 -0.114 2.897
C 3.396 -0.525 4.199
C 0.143 1.139 5.865
C -0.319 2.147 6.715
C -0.210 2.023 8.090
C 0.365 0.887 8.646
C 0.834 -0.120 7.817
C 0.723 0.012 6.440
H -4.067 2.558 0.726
H -2.693 3.654 0.679
H -3.219 2.969 2.212
H -1.996 1.386 -0.125
H -2.554 0.650 1.378
H 0.217 3.377 -0.136
H 1.592 3.182 0.930
H -0.872 4.914 1.605
H 0.684 5.537 1.071
H 0.545 4.720 2.624
H -1.166 3.030 4.204
H 0.465 -2.221 2.089
H -1.105 -1.516 2.472
H 0.840 -2.729 4.535
H -0.657 -3.467 3.983
H -0.705 -1.987 4.931
H 3.104 0.837 2.536
H 2.878 -0.855 2.118
H 3.245 0.214 4.986
H 4.472 -0.635 4.054
H 3.024 -1.481 4.572
H -0.763 3.041 6.297
H -0.572 2.816 8.731
H 0.450 0.791 9.721
H 1.288 -1.007 8.240
H 1.095 -0.778 5.800
Se 0.357 -4.287 -3.814
C 2.157 -4.619 -4.090
N 3.276 -4.824 -4.261
Se -0.811 -5.077 0.768
N -2.446 -5.120 1.422
C -3.092 -4.109 0.873
C -4.459 -3.763 1.121
C -4.951 -2.684 0.479
C -4.115 -1.927 -0.412
N -2.874 -2.198 -0.686
C -2.343 -3.296 -0.050
N -1.081 -3.642 -0.240
H -5.056 -4.359 1.798
H -5.975 -2.369 0.624
H -4.535 -1.055 -0.903
C -2.379 0.255 -8.523
C -1.694 -0.195 -7.262
C -2.346 -0.999 -6.338
C -1.723 -1.440 -5.174
C -2.496 -2.325 -4.233
C -0.397 -1.047 -4.966
Te 0.687 -1.807 -3.351
C 0.290 -0.209 -5.855
C 1.709 0.262 -5.650
C -0.387 0.198 -6.995
H -3.388 -0.147 -8.593
H -1.821 -0.073 -9.401
H -2.441 1.343 -8.566
H -3.373 -1.293 -6.523
H -3.565 -2.152 -4.348
H -2.237 -2.155 -3.188
H -2.321 -3.382 -4.454
H 1.944 0.465 -4.605
H 1.874 1.186 -6.202
H 2.425 -0.477 -6.016
H 0.124 0.849 -7.697

=====

Taking the records one at a time from the top gives energy values of -66830.3156; -14566.2097; -308103.5975 eV.